1.
C4H14NO | ωB97M-V/def2-TZVPD

Geometry as XYZ:
```
20
Properties=species:S:1:pos:R:3:forces:R:3:nbo_charge:R:1
C -1.485221 -1.306060 -0.883908 0.7295 1.0173 -2.6429 -0.64
C -1.795044 0.006686 -0.137484 0.9036 -2.5288 1.5903 -0.21
N -0.494183 0.518593 0.585693 -0.8784 1.7363 -1.0222 -0.59
C 0.520425 -0.303585 1.415472 -0.3364 -1.5497 -1.0443 -0.22
C 1.547282 -1.039555 0.473302 1.9896 3.8236 1.0069 -0.63
H -2.432482 -1.609440 -1.382712 0.7090 -0.0790 0.3476 0.25
H -0.684587 -1.098934 -1.834437 -2.1099 -0.5950 2.8119 0.22
H -1.116996 -2.115729 -0.241665 -0.1067 0.3176 -0.2375 0.23
H -2.645754 -0.081870 0.634635 1.5194 -0.1051 -1.0268 0.23
H -2.068507 0.768373 -0.812925 -0.1880 0.9844 -0.7106 0.22
H 0.022391 1.197958 -0.211761 -0.7072 -1.7039 2.8344 0.49
H -0.993963 1.015641 1.337730 0.8959 0.8519 -0.6275 0.43
H 0.902914 0.451730 2.136159 0.0408 -0.8768 -0.5274 0.24
H -0.035411 -1.140275 1.910817 0.1485 1.2112 0.0480 0.23
H 1.341979 -0.639237 -0.517426 0.6990 0.1105 -0.1155 0.22
H 1.406778 -2.046198 0.374724 -0.6217 -2.6817 0.2853 0.23
H 2.679959 -0.882951 0.797191 -2.5069 -0.0854 -0.7770 0.24
H 2.287225 1.825255 -0.916903 0.7429 -0.0170 0.3729 0.51
H 1.261174 1.918070 -1.973850 -0.4476 0.4547 -3.5707 0.49
O 1.351239 1.832819 -1.075466 -0.4757 -0.2852 3.0052 -0.94
```
Positions in Å, forces in eV/Å.

Values from the calculation:
Net charge: +1
Frontier orbital gap (eV): 13.1
ΔE to the lowest compared entry with this formula, charge and spin (kcal per mole): 46.6
LUMO level (eV): -2.98
Electronic energy (eV): -7904.93163
Molecular weight (g/mol): 92.2



2.
C4H5NO | ωB97M-V/def2-TZVPD

Geometry as XYZ:
```
11
Properties=species:S:1:pos:R:3:forces:R:3:nbo_charge:R:1
O -1.888111 1.652347 0.366399 0.5339 -0.0855 0.5564 -0.53
C -1.081613 1.357010 1.115162 -1.6683 1.9305 0.1758 0.50
C -0.706996 -0.693239 -0.391287 0.1216 -0.2965 0.1472 -0.24
N 0.648377 -1.235493 -0.407352 0.4038 -0.5845 -0.5253 -0.35
C 1.305235 0.092723 -0.390972 0.3617 0.1073 -0.2386 -0.25
C 0.314229 -0.245059 0.618759 0.1530 -0.6732 -0.2848 -0.18
H -1.511810 -1.362546 -0.084862 0.3985 -0.1036 0.0488 0.21
H -1.002814 -0.050763 -1.241696 0.3081 0.0559 0.6853 0.19
H 1.047123 0.825191 -1.158593 0.0225 -0.1836 0.0074 0.19
H 2.350946 0.045253 -0.105531 -0.0585 0.0312 -0.1027 0.21
H 0.525434 -0.385421 1.679972 -0.5763 -0.1980 -0.4693 0.25
```
Positions in Å, forces in eV/Å.

Values from the calculation:
Net charge: 0
Frontier orbital gap (eV): 10.8
ΔE to the lowest compared entry with this formula, charge and spin (kcal per mole): 82.7
LUMO level (eV): 1.06
Electronic energy (eV): -7762.94092
Molecular weight (g/mol): 83.1



3.
C4H9NO | ωB97M-V/def2-TZVPD

Geometry as XYZ:
```
15
Properties=species:S:1:pos:R:3:forces:R:3:nbo_charge:R:1
O 1.196257 -1.086980 -1.575014 -0.2901 -0.3233 0.5009 -0.52
C 0.101099 -0.588860 -1.456743 1.7671 1.2969 -0.3403 0.42
C -0.336517 0.260466 -0.275775 -1.4563 -1.9530 0.0641 -0.15
C 0.697787 0.312667 0.821892 -1.3775 -0.0310 0.9981 -0.41
C 0.184989 1.269155 1.926544 0.4913 1.0187 -0.7607 -0.61
N -1.628859 -0.347033 0.209137 0.5317 0.6699 0.2833 -0.84
H -0.520384 -0.589603 -2.343313 -1.0830 -0.2345 -0.2805 0.11
H -0.662670 1.241706 -0.588405 0.3661 0.4715 -0.4482 0.21
H 1.663670 0.598060 0.400302 -0.0929 -0.0637 0.2780 0.23
H 0.728624 -0.688635 1.262096 0.5754 -0.0571 -0.2488 0.21
H -0.629789 0.952773 2.576173 0.1572 -0.5581 -0.2544 0.22
H 1.003448 1.630222 2.539790 0.1478 -0.1161 0.2606 0.21
H -0.196002 2.160609 1.410912 0.0102 0.0421 0.1872 0.19
H -1.533927 -1.235401 0.680557 0.2287 -0.0987 -0.1837 0.36
H -2.328020 -0.406525 -0.516252 0.0244 -0.0634 -0.0558 0.36
```
Positions in Å, forces in eV/Å.

Values from the calculation:
Net charge: 0
Frontier orbital gap (eV): 10.1
SMILES string: CC[C@H](N)C=O
ΔE to the lowest compared entry with this formula, charge and spin (kcal per mole): 34.8
LUMO level (eV): 0.91
Electronic energy (eV): -7830.81220
Molecular weight (g/mol): 87.1



4.
C3H9NO3 | ωB97M-V/def2-TZVPD

Geometry as XYZ:
```
16
Properties=species:S:1:pos:R:3:forces:R:3:nbo_charge:R:1
O 1.872273 1.476734 0.022315 -1.4190 -2.9092 -0.9741 -0.61
C 1.295166 0.485808 -0.485007 1.3080 2.1686 4.3999 0.77
O 1.146826 0.382156 -1.747687 0.2518 -0.5141 -3.1534 -0.66
C 0.772267 -0.750064 0.292729 0.3401 -1.8483 0.6199 -0.15
C 0.920964 -2.087884 -0.501016 0.9501 -0.7821 -1.2410 -0.62
N -0.561433 -0.639509 0.782949 -0.5342 0.8993 2.3973 -0.87
H 1.864584 0.923277 -2.111106 -0.4382 0.4943 -0.4715 0.50
H 1.525198 -0.875211 1.115565 -1.0336 0.5040 -0.3019 0.23
H 1.939345 -1.932534 -1.037773 -1.4465 -1.2073 0.8463 0.21
H 0.165459 -2.195468 -1.331912 0.6525 0.4154 0.8115 0.21
H 0.804900 -3.124714 0.108202 0.6681 2.8310 -1.0265 0.23
H -0.790414 -0.717555 1.783244 0.7316 0.1713 -1.0443 0.39
H -1.373976 -0.784098 0.233373 -0.0239 -0.2330 -0.8589 0.38
H -3.450362 3.823007 0.527616 -0.9532 1.3524 -1.1956 0.46
H -3.322450 2.623542 1.301409 0.3116 -0.4480 0.3859 0.46
O -2.808351 3.392518 1.047095 0.6347 -0.8943 0.8065 -0.92
```
Positions in Å, forces in eV/Å.

Values from the calculation:
Net charge: 0
Frontier orbital gap (eV): 9.7
SMILES string: C[C@H](N)C(=O)O.O
ΔE to the lowest compared entry with this formula, charge and spin (kcal per mole): 45.9
LUMO level (eV): 0.70
Electronic energy (eV): -10888.59123
Molecular weight (g/mol): 107.1



5.
C10H9NO2S2 | ωB97M-V/def2-TZVPD

Geometry as XYZ:
```
24
Properties=species:S:1:pos:R:3:forces:R:3:nbo_charge:R:1
O 1.200633 -1.150844 -1.457804 0.0764 -0.2137 0.0758 -0.57
C 0.059545 -1.181757 -1.819881 0.0195 0.4628 -0.4713 0.78
O -0.831834 -2.028267 -1.319256 -0.1117 -0.6660 0.1984 -0.67
H -1.733715 -1.817186 -1.625113 0.2677 0.1888 0.0916 0.50
C -0.454928 -0.279328 -2.941188 -0.3953 0.1347 0.1350 -0.67
H 0.197744 0.584159 -3.067439 0.0631 -0.1734 0.0310 0.25
H -0.459555 -0.858593 -3.867104 0.0195 0.0338 0.0171 0.26
S -2.173296 0.261461 -2.685949 0.1017 0.1827 -0.1993 0.20
C -1.898203 1.609636 -1.469021 -0.2473 -0.2657 -0.6061 -0.57
C -0.971619 1.185744 -0.401463 0.7919 0.4497 0.3227 0.08
N -1.223225 0.275906 0.459261 -0.9566 -0.0947 -0.2278 -0.43
C -0.168878 0.043019 1.289528 0.9481 0.3049 0.1992 0.06
C -0.128297 -0.899634 2.312287 0.0093 0.0312 -0.0342 -0.18
C 1.026216 -1.020914 3.053605 -0.1140 -0.0967 0.0474 -0.21
C 2.137737 -0.220640 2.793785 0.1492 0.1192 -0.0484 -0.20
C 2.121026 0.720161 1.783730 0.1294 -0.0358 0.0988 -0.24
C 0.965293 0.845619 1.033958 -0.3419 -0.0456 -0.1163 -0.12
S 0.640274 1.909496 -0.296865 -0.4756 -0.3117 0.2062 0.36
H 2.982380 1.334758 1.574405 0.1167 0.0346 0.0221 0.22
H 3.030653 -0.341942 3.388208 0.0744 -0.0115 0.0524 0.22
H 1.076007 -1.751171 3.847123 0.0001 -0.0612 0.0647 0.22
H -0.992994 -1.516578 2.495000 -0.0976 -0.0845 0.0346 0.23
H -2.890300 1.823207 -1.071650 0.0700 0.0851 0.0249 0.26
H -1.510664 2.473687 -2.008155 -0.0970 0.0331 0.0815 0.23
```
Positions in Å, forces in eV/Å.

Values from the calculation:
Net charge: 0
Frontier orbital gap (eV): 9.2
SMILES string: O=C(O)CSCc1nc2ccccc2s1
ΔE to the lowest compared entry with this formula, charge and spin (kcal per mole): 0.0
LUMO level (eV): 0.34
Electronic energy (eV): -37772.41577
Molecular weight (g/mol): 239.3



6.
CH3O3S2 | ωB97M-V/def2-TZVPD

Geometry as XYZ:
```
9
Properties=species:S:1:pos:R:3:forces:R:3:nbo_charge:R:1
C 0.138433 0.361505 -0.435806 -1.5146 -1.7846 0.9327 -0.83
O -2.794670 0.468205 1.255021 -0.4425 0.0414 1.1370 -0.95
O -2.969118 0.455400 -1.185868 0.2599 -0.9480 1.0819 -0.97
O -2.196935 -1.577436 0.009707 -0.5893 -0.9651 0.1311 -0.97
S 0.782660 -1.234396 0.218839 1.6926 1.5364 0.1173 -0.14
S -2.415580 -0.162937 0.033605 2.4532 2.7016 -2.7228 2.36
H -0.047197 0.273004 -1.501607 0.3308 0.3442 -0.0601 0.18
H 0.884836 1.113319 -0.105011 -0.9719 -0.1387 -0.2293 0.19
H -0.187281 -2.007905 -0.117770 -1.2181 -0.7871 -0.3879 0.14
```
Positions in Å, forces in eV/Å.

Values from the calculation:
Net charge: -1
Frontier orbital gap (alpha / beta) (eV): 6.9 / 6.9
ΔE to the lowest compared entry with this formula, charge and spin (kcal per mole): 52.9
LUMO level (alpha / beta) (eV): 3.59 / 3.59
Electronic energy (eV): -28898.10325
Molecular weight (g/mol): 127.2



7.
C4H9N2PS | ωB97M-V/def2-TZVPD

Geometry as XYZ:
```
17
Properties=species:S:1:pos:R:3:forces:R:3:nbo_charge:R:1
C 2.169760 -0.683210 -0.048975 -0.0619 -2.4750 0.1640 -0.99
C -1.247441 1.242671 -0.061324 2.3478 0.5992 -0.7479 -0.05
C -0.167561 -0.085694 1.893773 -0.8923 -3.3551 -0.3796 -0.42
C -0.761877 -0.510490 -1.751891 5.3687 0.8830 0.8801 -0.39
N -0.193820 0.363670 0.495141 -0.2494 0.2804 0.4275 -0.36
N -1.209615 -0.116517 -0.402955 -0.5307 -1.2841 -0.9001 -0.24
P 1.569686 0.811516 0.088632 -0.1268 1.1641 -1.0993 0.93
S -0.209050 0.917062 -2.719629 0.9504 -0.1484 0.5230 -0.50
H 3.186324 -1.068757 0.076230 -0.1160 0.8826 -0.3478 0.26
H 1.487888 -1.540165 -0.227561 0.3563 0.5828 0.2872 0.23
H -2.093268 1.473811 0.443574 -2.1579 0.7973 2.3463 0.20
H -0.788308 2.086064 -0.613082 -0.4152 -1.0306 -0.3600 0.25
H 0.079746 0.725447 2.459709 0.7925 2.1945 1.6647 0.21
H -1.077595 -0.551453 2.320483 -0.0534 0.6117 -0.9457 0.23
H 0.598979 -0.874361 2.018738 -0.2843 0.6261 -0.2442 0.23
H 0.119998 -1.299669 -1.602257 -2.0284 1.4602 -0.3598 0.19
H -1.463847 -0.889924 -2.368605 -2.8994 -1.7887 -0.9081 0.22
```
Positions in Å, forces in eV/Å.

Values from the calculation:
Net charge: 0
Frontier orbital gap (alpha / beta) (eV): 6.7 / 6.7
SMILES string: C=P[N@@+]1(C)CN1C[S-]
ΔE to the lowest compared entry with this formula, charge and spin (kcal per mole): 40.0
LUMO level (alpha / beta) (eV): -0.25 / -0.25
Electronic energy (eV): -27392.46188
Molecular weight (g/mol): 148.2



8.
C16H21N3O2 | ωB97M-V/def2-TZVPD

Geometry as XYZ:
```
42
Properties=species:S:1:pos:R:3:forces:R:3:nbo_charge:R:1
C -5.682304 1.047724 0.077530 0.0716 -0.2012 -0.1388 -0.61
H -6.203247 0.885369 1.019632 -0.0882 0.0409 0.1040 0.20
H -5.054617 1.930762 0.177295 0.0087 0.1128 0.0197 0.20
C -4.847466 -0.172037 -0.294357 -0.0535 0.1367 0.2840 -0.41
H -5.503596 -1.032461 -0.423480 0.0059 -0.0693 -0.0485 0.21
H -4.329270 0.005793 -1.236580 -0.0014 -0.1148 -0.0187 0.23
C -3.804833 -0.508160 0.776883 0.1181 -0.2807 -0.4967 -0.03
N -2.855975 0.594551 0.924875 -0.1976 -0.0020 0.2948 -0.61
C -1.997656 0.988260 -0.030641 0.1037 0.5250 0.7212 0.69
O -1.931073 0.477825 -1.134053 -0.0830 -0.1969 -0.5192 -0.67
C -1.107396 2.156317 0.387614 0.1281 -0.0036 -0.3611 -0.49
H -0.705431 1.975975 1.386429 -0.0497 0.0530 0.0432 0.23
H -1.731718 3.052580 0.429488 -0.0075 -0.0255 0.0637 0.24
C 0.038979 2.388761 -0.604288 -0.2296 -0.0718 0.0742 -0.45
C 1.104502 1.341887 -0.465739 0.1812 0.2900 0.0113 0.47
N 2.201864 1.641406 0.129599 -0.2222 0.6433 0.0882 -0.52
C 3.158237 0.664025 0.255704 0.0996 -0.6559 -0.1289 0.25
C 4.367949 0.978547 0.884708 0.0373 -0.0781 -0.0119 -0.24
C 5.342466 0.017479 1.024876 -0.0394 0.1263 0.0244 -0.18
C 5.140275 -1.276818 0.547250 -0.0292 -0.1727 -0.0637 -0.23
C 3.955968 -1.605230 -0.072239 -0.0381 -0.0139 -0.0239 -0.14
C 2.956808 -0.643174 -0.225372 0.2439 0.2630 0.1946 -0.23
C 1.690889 -0.975258 -0.877663 -0.0640 0.0222 -0.0006 0.66
O 1.369219 -2.064040 -1.305317 0.0180 -0.1436 -0.0568 -0.60
N 0.830737 0.109655 -0.973908 -0.1079 -0.2336 -0.1630 -0.62
H -0.084415 -0.046491 -1.399023 0.1586 0.0223 0.0996 0.46
H 3.770190 -2.598560 -0.452455 -0.0050 -0.0850 -0.0247 0.23
H 5.915246 -2.019346 0.664969 0.0479 -0.0650 0.0005 0.22
H 6.275319 0.266156 1.509981 0.0643 0.0334 0.0376 0.21
H 4.509664 1.984224 1.247889 -0.0031 0.1088 0.0333 0.22
H 0.496715 3.358458 -0.413703 0.0294 -0.1159 -0.0368 0.24
H -0.364762 2.365821 -1.618443 0.0095 0.0768 0.0215 0.24
H -2.851567 1.087734 1.802300 0.1051 0.0275 -0.1031 0.40
C -3.051460 -1.811029 0.471447 -0.1734 -0.0438 0.1546 -0.41
C -3.889740 -3.054097 0.737999 0.1223 0.1740 -0.0575 -0.60
H -4.233426 -3.073847 1.770605 -0.0709 -0.0632 0.1121 0.20
H -4.757661 -3.092531 0.085285 -0.1244 -0.0745 -0.0457 0.20
H -3.293054 -3.944487 0.558575 -0.0192 -0.1284 -0.0013 0.22
H -2.723982 -1.798515 -0.567630 0.0698 0.0330 0.0359 0.23
H -2.157961 -1.844562 1.099960 0.0346 0.0236 -0.0525 0.20
H -4.306795 -0.608683 1.745864 0.0487 0.0319 -0.0422 0.19
H -6.423301 1.244576 -0.692936 -0.0985 0.0950 -0.0226 0.22
```
Positions in Å, forces in eV/Å.

Values from the calculation:
Net charge: 0
Frontier orbital gap (eV): 9.0
SMILES string: CCC(CC)NC(=O)CCc1nc2ccccc2c(=O)[nH]1
ΔE to the lowest compared entry with this formula, charge and spin (kcal per mole): 0.0
LUMO level (eV): 0.55
Electronic energy (eV): -25500.43845
Molecular weight (g/mol): 287.4